2 unconnected molecules or ions with the total composition C4H13N3O in a non-equilibrium geometry. Source: the Open Molecules 2025 dataset; level of theory: wB97M-V/def2-TZVPD.

Computed properties:
Total energy   -399.57455 a.u.
ΔE to the lowest compared entry with this formula, charge and spin   4.700 eV
HOMO energy   -0.3003 hartree
Spin multiplicity   1

```
21
Properties=species:S:1:pos:R:3:forces:R:3:nbo_charge:R:1
C 1.0959 -1.5399 1.5337 0.068 0.265 0.142 -0.60
C -0.3397 -1.3032 1.0877 -0.041 -0.503 0.187 -0.45
C -0.8300 0.1376 1.1897 -2.314 0.328 -3.414 0.20
C -1.7650 0.4816 -0.3610 0.792 -1.212 2.518 -0.70
O 0.0675 1.0912 1.4332 2.853 1.811 -1.607 -0.77
H 1.7837 -0.9736 0.8973 0.002 -0.125 0.187 0.20
H 1.3480 -2.6009 1.4680 -0.005 0.060 -0.040 0.20
H 1.2441 -1.2183 2.5697 0.052 -0.001 -0.166 0.21
H -1.0103 -1.9076 1.7020 -0.008 -0.183 -0.038 0.20
H -0.4435 -1.6649 0.0671 -0.034 -0.050 -0.129 0.19
H -1.6650 0.2285 1.8981 0.254 -0.034 0.029 0.16
H -1.4360 0.0074 -1.2906 0.413 0.151 0.321 0.17
H -2.6906 -0.0319 -0.1064 -0.386 0.325 -0.160 0.20
H -1.9050 1.5540 -0.4657 -0.043 0.062 0.047 0.20
H 0.7935 1.2893 0.5120 -1.854 -1.239 2.925 0.46
H 1.5942 2.2553 -1.0815 -0.103 -0.184 -0.444 0.31
N 1.5063 1.3017 -0.6961 -0.311 -0.127 -0.416 -0.47
N 1.0204 0.4240 -1.4509 0.388 0.758 -0.258 0.12
N 0.7113 0.7424 -2.6920 0.210 0.085 0.109 -0.59
H 0.2618 0.0100 -3.2197 0.018 0.194 0.074 0.40
H 0.6585 1.7174 -2.9948 0.049 -0.380 0.134 0.37
```
Positions in Å, forces in eV/Å.